Density functional theory data (ωB97M-V/def2-TZVPD) for a cluster of 6 separate species, C8H12Cl15N3OP in total at a distorted geometry.

The value obtained for the HOMO energy is -12.5 eV.

ORCA input file:
```
! RIJCOSX wB97M-V def2-TZVPD def2/J DEFGRID3
* xyz 1 1
Cl -1.411 -2.431 -4.866
H -1.265 -1.797 3.039
Cl -3.921 -2.732 -6.296
C -0.569 2.936 1.080
C 0.002 7.252 -0.099
C 4.317 -2.288 1.814
H -4.537 0.988 -0.418
H 5.602 -7.248 2.140
Cl 4.930 -2.249 0.160
Cl -0.113 8.987 -0.313
Cl 0.455 -3.085 3.945
H -4.741 2.567 -0.580
C 4.981 -7.189 1.256
C -1.934 2.042 -0.356
N -1.234 3.173 -0.041
Cl 0.219 -0.197 3.923
H -2.374 -0.178 -2.001
H -1.260 4.028 -0.590
C -2.817 -1.590 -5.535
N -0.840 1.725 1.470
H 0.068 3.634 1.599
C -1.702 1.104 0.574
Cl 4.787 -8.817 0.609
H -3.339 -1.104 -4.721
N -4.630 1.715 -1.134
H 0.975 6.926 -0.443
Cl 0.426 -1.667 1.418
Cl 3.414 -6.515 1.726
Cl -1.233 6.422 -1.068
H -2.081 0.103 0.652
Cl -2.311 -0.348 -6.680
Cl 5.785 -6.145 0.083
H -0.467 1.301 2.323
Cl 4.713 -0.786 2.661
Cl 4.953 -3.680 2.684
P -3.060 1.909 -1.859
Cl -0.159 6.809 1.606
C -0.186 -1.706 3.077
O -2.681 0.511 -2.608
H 3.239 -2.381 1.772
*
```